This record from OMol25 describes a cluster of 2 separate species, C6H11NO3 in total at a distorted geometry. The level of theory is ωB97M-V/def2-TZVPD.

The geometry in ORCA input format:
```
! RIJCOSX wB97M-V def2-TZVPD def2/J DEFGRID3
* xyz 0 1
H -0.3142 -2.9342 -0.7799
N 0.3703 -2.7927 -0.0234
C 0.1214 -1.6861 0.5856
C 0.9183 -1.3160 1.8049
C -1.3867 -1.0224 0.4204
O -2.1071 -1.3905 -0.4746
O -1.7366 -0.4081 1.5544
H 0.4165 -1.6427 2.7181
H 1.9024 -1.7904 1.7865
H 1.0530 -0.2326 1.8438
H -2.0605 0.4843 1.2972
C 0.9124 2.1669 -0.1904
C -0.1814 1.2696 -0.6962
C -0.0485 0.7775 -2.1112
O -1.3211 1.3170 -0.1585
H 0.9449 3.0700 -0.8067
H 0.7067 2.4694 0.8378
H 1.8718 1.6478 -0.2308
H -0.0653 1.6425 -2.7805
H -0.8897 0.1317 -2.3693
H 0.8935 0.2387 -2.2273
*
```

Output
Gap between HOMO and LUMO: 0.3609 Ha
Relative energy (zero: lowest compared OMol25 entry of this formula, charge and spin): 55.5 kcal/mol
Max |F|: 0.0832 Eh/bohr
E_HOMO: -9.81 eV
SMILES: [H]/N=C(/C)C(=O)O.CC(C)=O

This record from OMol25 describes an isolated molecule of C5H6O at a distorted geometry. The level of theory is ωB97M-V/def2-TZVPD.

The geometry in ORCA input format:
```
! RIJCOSX wB97M-V def2-TZVPD def2/J DEFGRID3
* xyz 0 1
C 1.1175 2.4758 -0.9226
C 0.6992 1.1317 -0.4412
C 0.4044 0.0362 0.0137
C -0.0153 -1.3646 0.2310
C -1.4004 -2.1381 1.0046
O -1.2586 -1.6588 -0.2876
H 0.7810 2.6939 -1.9462
H 0.7156 3.2715 -0.2827
H 2.2109 2.5727 -0.9166
H 0.3369 -2.2337 0.8221
H -1.9372 -1.5683 1.7427
H -1.6540 -3.2182 0.9827
*
```

Output
Gap between HOMO and LUMO: 0.3301 Ha
Relative energy (zero: lowest compared OMol25 entry of this formula, charge and spin): 124.9 kcal/mol
Max |F|: 0.0522 Eh/bohr
E_HOMO: -8.14 eV
SMILES: CC#C[C@H]1CO1

This record from OMol25 describes a cluster of 2 separate species, C5H16N3 in total at a distorted geometry. The level of theory is ωB97M-V/def2-TZVPD.

The geometry in ORCA input format:
```
! RIJCOSX wB97M-V def2-TZVPD def2/J DEFGRID3
* xyz 1 1
N 2.1387 -3.3017 1.4819
C -1.0339 -0.1438 0.2231
C -1.1910 0.2946 -1.1157
C -1.9292 1.6469 -1.3699
N -1.5582 2.1292 -2.6709
C 0.1215 -0.9286 0.6432
N 1.0291 -0.3058 1.6747
C 1.5596 0.9980 1.0918
H 1.3928 -3.8028 1.0220
H 2.0241 -2.2993 1.4935
H 3.0082 -3.5701 1.0435
H -1.9031 -0.1714 0.8831
H -1.7065 -0.6021 -1.5282
H -0.2305 0.3372 -1.6172
H -1.7171 2.3012 -0.5233
H -3.0035 1.4703 -1.3572
H -2.2822 2.6057 -3.1868
H -0.7525 2.7297 -2.6292
H -0.3033 -1.8275 1.1217
H 0.7787 -1.2685 -0.1585
H 0.4158 -0.0869 2.4555
H 1.9463 1.5526 1.9340
H 0.7652 1.5168 0.5744
H 2.4309 0.7259 0.5145
*
```

Output
Gap between HOMO and LUMO: 0.2049 Ha
Relative energy (zero: lowest compared OMol25 entry of this formula, charge and spin): 108.9 kcal/mol
Max |F|: 0.0417 Eh/bohr
E_HOMO: -12.54 eV